(1)
{"formula": "C7H15NO", "method": "ωB97M-V/def2-TZVPD", "elements": ["H", "H", "C", "H", "H", "H", "H", "H", "H", "C", "H", "O", "H", "C", "H", "C", "H", "C", "C", "N", "H", "H", "H", "C"], "positions_angstrom": [[-1.9699, -1.0737, -0.8844], [0.5661, -2.1357, 2.0000], [-1.3110, 0.6511, -1.5141], [0.3239, 0.8564, 1.5722], [-0.9616, 2.7590, -1.8035], [2.5438, -0.0858, 0.9006], [-0.2304, -0.1577, 2.8901], [2.4553, -0.6458, 2.5789], [-2.6468, 2.3243, -1.4768], [-0.1105, -0.1120, 1.8095], [-1.0958, -0.1805, 1.3551], [-2.1710, -0.1408, -0.7421], [-1.3157, 0.3827, -2.6002], [0.4341, -1.1505, -1.0408], [2.8925, -1.7736, 1.2872], [2.2682, -0.9205, 1.5432], [0.6114, 0.9080, -0.4551], [-1.6112, 2.1086, -1.2231], [0.7881, -1.2734, 1.3567], [0.6040, -1.7996, 0.0226], [-1.4725, 2.3055, -0.1613], [0.3430, -1.7688, -1.9360], [0.8121, 0.6076, -2.1853], [0.2539, 0.3152, -1.2934]], "forces_ev_per_angstrom": [[0.0, 0.1, 0.0], [0.1, 0.2, 0.0], [2.3, -0.5, -1.1], [0.0, 0.1, 0.0], [0.1, 0.1, 0.0], [0.0, 0.1, 0.0], [0.0, 0.0, 0.1], [0.0, 0.0, 0.1], [-0.1, 0.1, 0.0], [0.0, -0.3, 0.0], [0.0, 0.1, 0.0], [-0.2, -0.1, 0.0], [-1.2, 0.4, 0.5], [-0.1, 0.2, -0.2], [0.1, 0.0, 0.0], [-0.2, -0.3, 0.0], [0.2, 0.0, 0.0], [-0.1, -0.5, -0.3], [0.1, 0.3, 0.4], [0.0, -0.5, -0.2], [0.1, 0.0, 0.0], [0.0, -0.1, -0.2], [-0.1, 0.0, 0.0], [-0.9, 0.6, 1.1]], "mulliken_charge": [0.420, 0.294, 0.288, 0.263, 0.347, 0.281, 0.461, 0.392, 0.375, -1.332, 0.352, -0.569, 0.288, -0.479, 0.375, -1.338, 0.184, -1.430, 0.521, -0.503, 0.326, 0.417, 0.513, -0.445], "lumo_ev": 0.96, "charge": 0, "total_energy_ha": -405.67547, "de_lowest_ev": 1.683, "spin_multiplicity": 1, "smiles": "CC(C)/N=C\\C[C@H](C)O", "homo_lumo_gap_ev": 9.99}

(2)
{"formula": "C7H15NO", "method": "ωB97M-V/def2-TZVPD", "elements": ["O", "H", "H", "C", "H", "H", "H", "C", "H", "N", "C", "C", "H", "H", "C", "C", "H", "H", "H", "H", "H", "H", "C", "H"], "positions_angstrom": [[0.0280, -0.3969, 2.5421], [-3.0900, -1.0577, 0.2951], [-1.4377, -2.3714, 1.5929], [-0.4496, 1.9103, -1.4845], [-1.0836, 2.7771, -1.5628], [2.0144, 0.1725, -1.8351], [-0.2142, -2.1286, 0.3577], [-2.1846, -1.4135, -0.1981], [1.8709, -1.2047, -0.7236], [0.9785, 0.5347, -0.0281], [-0.6384, -0.4272, 1.5411], [-1.0902, -1.6746, 0.8290], [0.4664, -0.6646, -1.6650], [0.0934, 2.3374, 0.4917], [2.0891, 0.8294, 0.8587], [1.3519, -0.3362, -1.1270], [-1.8741, -0.6623, -0.9175], [2.4506, -0.1051, 1.2913], [1.7431, 1.4510, 1.6819], [-1.1336, 0.5767, 1.1017], [-0.4441, 1.2570, -2.3405], [2.9050, 1.3371, 0.3307], [0.0750, 1.5857, -0.2897], [-2.4262, -2.3262, -0.7421]], "forces_ev_per_angstrom": [[0.0, -0.2, 0.1], [0.0, 0.0, -0.1], [0.1, -0.1, 0.1], [-0.5, -0.5, 0.7], [-0.1, 0.1, 0.1], [0.1, 0.0, -0.1], [0.0, 0.0, 0.1], [0.1, -0.1, 0.2], [0.0, 0.0, 0.0], [-0.5, 0.1, -0.5], [-1.4, 1.9, -0.2], [0.1, -0.2, -0.2], [-0.1, -0.1, 0.0], [-0.4, -0.2, 0.2], [-0.3, 0.0, 0.1], [-0.2, 0.3, 0.2], [0.0, 0.1, -0.1], [0.1, 0.1, 0.0], [0.0, 0.0, 0.0], [0.6, -2.0, 1.1], [0.3, -0.1, -0.1], [0.0, 0.0, 0.0], [2.2, 0.7, -1.3], [-0.1, 0.0, 0.0]], "mulliken_charge": [-0.574, 0.361, 0.410, -1.002, 0.256, 0.369, 0.168, -1.219, 0.367, 0.523, 0.331, -0.219, 0.401, 0.373, -1.148, -1.468, 0.258, 0.344, 0.378, 0.177, 0.260, 0.322, -0.023, 0.353], "lumo_ev": 0.91, "charge": 0, "total_energy_ha": -405.64422, "de_lowest_ev": 2.533, "spin_multiplicity": 1, "smiles": "C=CN(C)C.CCC=O", "homo_lumo_gap_ev": 9.22}

(3)
{"formula": "C7H15NO", "method": "ωB97M-V/def2-TZVPD", "elements": ["H", "H", "O", "C", "H", "H", "C", "H", "H", "H", "H", "H", "H", "H", "H", "C", "C", "C", "H", "C", "H", "N", "H", "C"], "positions_angstrom": [[0.2365, -2.3813, -0.6298], [1.7594, -1.7221, 1.3436], [2.0337, -1.1463, 0.6211], [-0.6437, -0.9741, -1.7594], [-1.2334, 0.8271, -2.6018], [-2.6586, -0.2301, -0.0820], [-1.3629, 0.1600, -1.7596], [1.8339, 0.8764, -1.0373], [2.2739, 0.4151, 1.9533], [3.3878, 0.9365, -0.2035], [-1.4026, 0.5956, 2.4114], [-1.0847, -1.6335, 0.0893], [2.1464, 2.1474, 0.1622], [-2.5846, 1.4601, -0.5797], [-0.2823, 0.5798, 0.2000], [-0.3394, 0.4344, 2.3273], [-2.5929, 0.4323, -0.9409], [0.2759, 0.4110, 1.1575], [-3.4963, 0.3059, -1.5409], [1.7614, 0.2038, 1.0006], [0.1894, 0.2690, 3.2574], [-0.6647, -1.9562, -0.7899], [0.1277, -1.1159, -2.5065], [2.3201, 1.1052, -0.0924]], "forces_ev_per_angstrom": [[-0.1, 0.1, 0.0], [0.0, 0.1, 0.0], [0.2, -0.2, -0.1], [0.4, 0.9, 0.2], [0.2, 0.0, -0.1], [-0.2, 0.0, 0.2], [-0.6, -0.6, -1.0], [-0.1, 0.0, -0.1], [-0.2, 0.0, -0.1], [0.1, 0.0, 0.0], [-0.2, 0.0, 0.0], [0.3, -0.4, -0.5], [0.0, 0.1, 0.0], [-0.1, 0.1, 0.1], [0.6, -0.2, 1.0], [-0.1, -0.1, 0.1], [0.5, 0.1, 0.2], [-0.2, 0.4, -0.8], [0.0, -0.1, 0.0], [-0.1, 0.2, 0.0], [0.1, 0.1, 0.1], [-0.7, -0.1, 0.6], [0.0, 0.0, -0.1], [0.0, -0.3, 0.3]], "mulliken_charge": [0.311, 0.371, -0.608, -0.155, 0.322, 0.247, -0.305, 0.290, 0.390, 0.377, 0.303, 0.261, 0.358, 0.303, 0.308, -0.843, -0.984, -0.083, 0.325, 0.271, 0.281, -0.609, 0.335, -1.465], "lumo_ev": 0.82, "charge": 0, "total_energy_ha": -405.65650, "de_lowest_ev": 2.199, "spin_multiplicity": 1, "smiles": "C=C[C@H](C)O.C/C=C\\N", "homo_lumo_gap_ev": 8.76}

(4)
{"formula": "C7H15NO2", "method": "ωB97M-V/def2-TZVPD", "elements": ["H", "H", "H", "C", "C", "H", "C", "H", "H", "C", "H", "C", "H", "C", "H", "O", "O", "H", "H", "H", "H", "N", "C", "H", "H"], "positions_angstrom": [[1.6306, 0.3285, 1.1666], [-1.2785, -1.4680, 0.3672], [0.6585, -2.5587, -0.6866], [1.6288, -2.1378, -0.4894], [-1.3542, 0.6522, -0.0858], [2.2020, -1.8639, -1.3598], [1.1242, 1.3013, -0.5484], [2.0597, 1.9120, 1.1597], [1.9748, 0.9219, -1.1323], [-2.6210, 0.5734, -0.9390], [-0.5565, 1.9274, 1.1265], [2.0854, -1.9741, 0.7346], [-0.4640, -0.4454, 1.5672], [-1.3227, -0.5238, 0.9076], [0.9560, 2.3457, -0.8408], [-0.1392, -0.0366, -2.0517], [-1.3699, 1.8827, 0.5981], [-3.4945, 0.5910, -0.2932], [-2.2296, -0.4996, 1.5097], [1.5144, -2.2609, 1.6029], [-2.6141, -0.3361, -1.5323], [1.3283, 1.2617, 0.8950], [-0.1239, 0.5518, -0.9996], [-2.6638, 1.4309, -1.6051], [3.0690, -1.5755, 0.9291]], "forces_ev_per_angstrom": [[0.0, 0.2, 0.0], [0.0, -0.1, 0.0], [-0.2, -0.1, 0.0], [0.0, -0.1, -0.3], [-0.4, -0.6, -0.1], [0.1, 0.1, -0.1], [0.2, 0.0, -0.4], [0.0, -0.1, 0.0], [-0.2, 0.0, 0.0], [0.3, 0.1, 0.2], [0.0, -0.1, 0.0], [0.2, -0.1, 0.3], [0.0, -0.1, 0.1], [0.0, 0.2, -0.2], [0.0, -0.1, 0.0], [0.0, -0.1, 0.0], [-0.1, 0.4, 0.0], [-0.1, 0.0, 0.1], [0.0, 0.0, 0.0], [-0.2, -0.1, 0.1], [0.0, 0.0, 0.0], [0.2, 0.0, 0.2], [0.1, 0.3, 0.2], [0.0, 0.1, -0.1], [0.2, 0.1, 0.0]], "mulliken_charge": [0.075, 0.237, 0.252, -0.423, 1.604, 0.249, -0.647, 0.235, 0.317, -1.641, 0.455, -0.717, 0.260, -1.364, 0.404, -0.588, -0.652, 0.412, 0.433, 0.317, 0.328, -0.506, 0.216, 0.406, 0.337], "lumo_ev": 0.78, "charge": 0, "total_energy_ha": -480.92001, "de_lowest_ev": 1.781, "spin_multiplicity": 1, "smiles": "CC(C)(O)C(=O)CN.C=C", "homo_lumo_gap_ev": 9.93}